No. 1
The following is a DFT calculation (wB97M-V/def2-TZVPD) of a molecular structure, C37H63BBrN6O3PS3Si2TeTi in a non-equilibrium geometry.

Results
2S+1	2
relative energy (zero: lowest compared OMol25 entry of this formula, charge and spin)	133.8	kJ/mol
DFT total energy	-7833.55619	hartree
LUMO energy (alpha / beta)	0.078 / 0.078	Ha
charge	-1
gap between HOMO and LUMO (alpha / beta)	0.253 / 0.255	Ha

```
119
Properties=species:S:1:pos:R:3:forces:R:3:lowdin_charge:R:1
Ti 8.45763 -8.83270 16.90325 -0.41 -0.67 1.17 0.756
C 10.30959 -11.47007 12.88979 0.93 -0.88 -0.99 -0.089
C 9.42570 -11.05806 14.02577 -0.43 -0.07 1.63 -0.395
C 8.42406 -12.19350 14.31173 0.44 -0.02 0.84 -0.072
C 8.75419 -9.74390 13.81142 -0.64 0.42 -2.26 -0.239
C 8.35681 -9.24642 12.50600 0.64 -1.32 0.50 0.003
C 7.81271 -8.02577 12.76160 0.06 0.27 0.06 -0.084
N 7.79594 -7.82611 14.08012 0.99 0.35 0.31 -0.014
N 8.41324 -8.84245 14.72318 0.11 -0.48 -0.05 0.020
B 7.63474 -6.47764 14.77306 -0.26 0.15 -0.20 -0.548
N 8.90640 -6.04304 15.51589 0.99 0.42 0.47 0.008
C 9.71188 -4.97745 15.37044 -0.34 0.91 0.17 -0.049
C 10.57075 -4.88226 16.47145 -0.84 0.30 -1.39 -0.001
C 10.21617 -5.96509 17.24112 0.74 -0.93 1.65 -0.317
N 9.24613 -6.65067 16.66903 -0.54 -1.45 0.06 0.004
C 10.67892 -6.26379 18.67214 -0.21 0.92 -0.98 -0.390
C 9.61948 -5.64429 19.56835 -0.29 0.19 -0.23 -0.071
C 12.02582 -5.65442 19.00767 0.79 -2.11 0.75 -0.075
N 6.50100 -6.58126 15.77119 1.06 -0.59 0.82 0.004
C 5.34882 -5.92429 15.77783 0.02 -0.68 0.67 -0.077
C 4.64743 -6.29801 16.88588 0.66 -0.52 0.50 0.001
C 5.52368 -7.18955 17.57509 -0.79 0.35 1.32 -0.240
N 6.63972 -7.37852 16.90579 -0.35 1.27 -1.60 0.091
C 5.36374 -7.68978 18.99764 -2.04 -0.20 -0.18 -0.330
C 5.81170 -6.70081 20.05446 0.34 0.74 -0.62 -0.060
C 3.88384 -8.18580 19.26916 1.75 0.47 1.42 -0.039
H 10.88794 -12.37533 13.21372 -0.14 0.95 -0.20 0.095
H 9.77301 -11.84433 11.97822 0.09 0.62 0.68 0.084
H 10.98067 -10.64140 12.59211 -0.12 -0.60 0.09 0.091
H 10.03933 -10.92977 14.93712 -0.14 -0.14 -0.51 0.068
H 7.99872 -12.50281 13.38307 -1.01 0.11 -0.73 0.063
H 8.98399 -13.09224 14.59629 0.05 0.25 0.44 0.081
H 7.68065 -11.95111 15.10303 0.52 -0.19 -0.73 0.060
H 8.46988 -9.76925 11.54670 0.03 0.46 0.65 0.108
H 7.57644 -7.18276 12.15169 -0.48 0.03 -0.50 0.113
H 7.35580 -5.67057 13.94701 -0.06 0.33 -0.26 0.119
H 9.48242 -4.22908 14.62175 0.27 -0.30 -0.17 0.117
H 11.24762 -4.09060 16.70296 0.31 0.16 -0.02 0.097
H 10.74680 -7.33173 18.89075 -0.24 0.09 -0.41 0.072
H 9.47489 -4.56910 19.37811 0.28 -0.20 -0.05 0.093
H 8.67114 -6.12328 19.30855 0.13 -0.04 0.66 0.046
H 9.95565 -5.75255 20.60009 -0.52 -0.15 0.23 0.073
H 12.04676 -4.58825 19.10638 0.19 0.68 -0.63 0.070
H 12.21255 -6.01642 20.02203 0.05 0.17 0.34 0.070
H 12.86140 -6.16858 18.47857 -0.52 1.00 -0.27 0.084
H 5.10339 -5.21323 15.04256 -0.15 0.50 -0.90 0.110
H 3.66513 -5.97040 17.11559 -0.51 0.11 0.49 0.092
H 5.96782 -8.52923 19.16605 1.01 -1.29 -0.43 0.067
H 5.91265 -7.21540 20.99957 -0.10 0.03 0.32 0.053
H 6.78901 -6.27294 19.77804 -0.37 -0.17 0.25 0.065
H 5.10014 -5.88444 20.16221 -0.07 0.16 0.07 0.077
H 3.33321 -7.42826 19.82556 -0.08 -0.10 0.29 0.069
H 3.39136 -8.31920 18.37712 -1.15 -0.27 -2.26 0.032
H 3.84069 -9.17817 19.73946 0.22 0.48 0.25 0.075
S 12.22533 -11.79782 17.22334 0.84 -0.13 0.02 0.549
C 10.97279 -10.74945 17.22617 -1.60 0.19 -0.51 -1.745
S 10.98204 -9.02803 16.86275 0.29 -0.78 0.11 0.558
S 9.33591 -11.32524 17.45493 0.30 0.84 -0.09 0.544
C 7.65804 -11.03192 20.48360 -0.11 -0.42 -0.46 -0.177
P 8.70784 -9.59466 20.29008 0.56 1.25 -1.41 0.617
C 10.44200 -10.07649 20.44360 -0.37 0.29 -2.50 -0.167
C 8.40001 -8.58980 21.73315 -0.95 1.05 0.22 -0.169
O 8.49037 -8.65876 19.07871 -0.27 -1.01 0.59 -0.474
H 6.60125 -10.72658 20.34893 0.54 -0.45 -0.23 0.062
H 7.81243 -11.40276 21.48662 -0.06 0.16 0.64 0.046
H 7.99370 -11.88367 19.85651 -0.53 0.83 -0.15 0.039
H 10.47744 -11.06414 20.84607 0.31 -1.02 -0.28 0.042
H 10.94276 -9.47192 21.14636 0.60 1.11 0.74 0.032
H 10.88954 -9.92771 19.37412 -0.60 -0.60 2.18 0.026
H 7.32655 -8.30496 21.83671 0.86 0.00 -0.42 0.050
H 8.61013 -9.08685 22.64875 0.47 -0.78 0.77 0.038
H 9.05123 -7.69915 21.69884 -0.48 -0.24 -0.17 0.056
Br 2.18211 -11.93221 12.08388 -0.74 -0.20 -1.04 0.745
C 3.23707 -11.40315 13.50837 0.84 0.38 0.42 -0.738
C 2.75377 -11.59744 14.78347 1.41 0.54 0.03 -0.136
C 3.62264 -11.34195 15.84229 -1.45 -1.42 1.46 -0.029
C 4.89291 -10.87755 15.65566 0.21 0.22 -1.04 -0.116
C 5.33314 -10.58758 14.33480 -0.10 0.69 0.77 0.012
C 4.51038 -10.86350 13.24844 -0.61 -0.51 1.50 -0.105
C 5.69936 -10.56610 16.88666 -0.11 0.83 -0.67 -0.599
O 5.21823 -10.75175 17.98940 -0.06 -0.43 0.88 0.041
O 6.79021 -9.98110 16.61441 1.22 0.16 0.29 -0.195
H 1.76657 -11.91241 14.97972 -0.90 -0.50 -0.01 0.082
H 3.27959 -11.65533 16.88051 0.60 0.85 -1.35 0.143
H 6.27168 -10.01818 14.23418 -0.46 -0.71 -0.15 0.099
H 4.79215 -10.70233 12.23994 0.40 0.24 -0.70 0.082
C 13.03935 -16.54103 19.55983 -2.50 0.40 0.79 -0.200
Si 13.85194 -14.94418 20.18948 -0.65 -0.37 -0.65 0.301
C 14.86133 -15.28368 21.69439 -1.14 0.03 2.09 -0.223
C 12.54808 -13.63327 20.45667 -0.63 -0.43 -1.06 -0.205
C 15.05442 -14.50871 18.84247 -1.01 2.26 0.01 -0.558
Te 16.23276 -12.74008 19.46914 -0.39 -0.79 -0.54 1.136
C 15.66447 -11.40879 17.89352 0.91 0.37 0.88 -0.611
Si 15.57098 -9.66367 18.62740 2.37 -1.92 0.49 0.274
C 17.25437 -9.32358 19.45304 0.12 5.92 -5.99 -0.205
C 14.27973 -9.65268 19.89399 -1.31 -0.05 0.41 -0.198
C 15.28984 -8.57318 17.23749 -0.25 3.28 0.44 -0.173
H 12.20487 -16.96139 20.25451 1.79 0.36 -0.71 0.055
H 13.76114 -17.28765 19.24792 -0.13 -0.28 -0.01 0.011
H 12.37566 -16.23009 18.71559 0.86 -0.23 0.09 0.033
H 14.31325 -16.00451 22.39245 0.76 0.88 -0.84 0.053
H 15.09883 -14.36424 22.29023 -0.10 -0.75 -0.56 0.036
H 15.76408 -15.74532 21.36224 0.86 -0.42 0.00 0.008
H 12.00858 -13.89877 21.36620 0.08 0.30 0.31 0.018
H 11.75889 -13.72212 19.61973 1.40 0.68 1.05 0.047
H 13.07441 -12.65332 20.53093 -0.85 -0.47 -0.15 0.016
H 14.51352 -14.11816 17.96073 0.17 -0.18 0.32 0.010
H 15.60075 -15.35112 18.53803 1.22 -0.97 -0.37 -0.022
H 14.65623 -11.46953 17.58728 -1.46 -0.78 -0.04 -0.113
H 16.23916 -11.63923 17.01309 0.57 0.28 -0.20 0.003
H 17.55003 -9.75559 20.25016 1.27 -3.34 6.01 -0.106
H 17.38971 -8.09385 19.74565 -0.31 -3.23 -1.08 0.105
H 18.12589 -9.62489 18.74115 -1.46 0.94 0.67 0.061
H 13.35440 -10.00114 19.39529 0.20 0.04 0.32 0.015
H 14.11251 -8.60261 20.15396 -0.08 -0.06 0.34 0.031
H 14.47092 -10.27809 20.78789 -0.03 0.46 -0.51 0.032
H 16.18921 -8.34094 16.68483 0.57 0.16 0.11 0.032
H 14.86688 -7.56566 17.64043 0.55 -1.54 -0.93 0.069
H 14.65381 -8.97038 16.49694 -1.30 -0.48 -0.60 0.016
```
Positions in Å, forces in eV/Å.

No. 2
The following is a DFT calculation (wB97M-V/def2-TZVPD) of a molecular structure, C37H63BFN4O7P3S2Sn in a non-equilibrium geometry.

Results
relative energy (zero: lowest compared OMol25 entry of this formula, charge and spin)	243.2	kJ/mol
DFT total energy	-4353.01776	hartree
LUMO energy	0.134	Ha
charge	-2
gap between HOMO and LUMO	0.226	Ha

```
119
Properties=species:S:1:pos:R:3:forces:R:3:lowdin_charge:R:1
Sn -1.11661 0.22135 0.92792 -0.06 0.21 0.72 1.016
C -2.56664 -4.93482 4.21019 0.13 1.03 0.62 -0.082
C -3.29978 -3.54945 4.24330 -0.32 -0.91 -0.90 -0.709
C -3.37475 -3.04348 5.67638 -0.18 1.48 0.01 -0.154
C -4.76286 -3.64191 3.66261 1.72 -1.17 1.54 -0.097
P -2.55346 -2.06740 3.34664 1.40 0.25 0.93 1.069
C -0.74142 -2.49194 3.82347 0.01 1.18 0.18 -0.267
N 0.18321 -1.35557 3.80311 -0.76 -0.64 -1.29 -0.034
B 0.24851 -0.32410 2.77720 0.86 0.74 0.99 -0.454
N 1.41353 0.49118 3.25809 -0.50 -1.87 0.20 -0.035
C 2.06111 1.62720 2.70199 0.02 0.28 -2.28 -0.279
P 1.02623 2.26978 1.20284 0.25 -0.14 1.25 1.064
C 0.59849 4.04200 1.67286 -0.59 -0.10 -0.58 -0.686
C -0.13528 4.01523 3.02667 1.57 -1.15 0.45 -0.098
C 1.80296 4.96453 1.80188 -0.06 -0.02 -0.27 -0.107
C -0.41243 4.57912 0.58272 1.10 -0.77 0.63 -0.071
C 2.31286 2.11211 -0.10811 0.77 -0.50 -1.31 -0.685
C 1.85721 2.78969 -1.41213 0.54 1.39 0.93 -0.126
C 3.75843 2.61361 0.16499 0.09 0.02 0.57 -0.091
C 2.31568 0.58665 -0.44366 -0.30 -0.61 1.30 -0.107
C 2.01532 -0.19524 4.32040 -0.98 0.56 -0.66 -0.190
C 3.04750 0.13993 5.12635 1.16 0.80 0.54 -0.038
C 3.32788 -0.64091 6.23335 1.41 0.41 0.55 -0.134
C 2.62416 -1.77429 6.54856 0.30 -0.54 0.38 -0.124
C 1.56840 -2.13870 5.73601 -0.52 0.37 -0.55 -0.024
C 1.27559 -1.32983 4.65068 -0.91 0.09 -0.17 -0.177
C -2.48672 -2.87539 0.40495 0.56 1.49 1.00 -0.458
C -1.97102 -2.39268 -0.92947 -1.69 -0.65 0.51 -0.076
C -2.61114 -4.34897 0.52507 1.23 -0.36 -0.32 0.002
C -4.37694 -1.17043 -0.00645 -2.40 -2.14 -0.30 -0.004
H -3.17547 -5.66037 4.73519 -0.24 -0.32 0.18 0.066
H -1.57977 -4.91848 4.71945 -0.59 0.19 -0.21 0.077
H -2.38287 -5.30648 3.21832 -0.05 -0.05 -0.54 0.048
H -3.94563 -3.71023 6.29145 -0.11 -0.72 0.52 0.065
H -3.91244 -2.06371 5.75193 0.37 -0.66 -0.32 0.084
H -2.38303 -2.84369 6.10395 -0.25 -0.33 0.06 0.067
H -5.39419 -4.18982 4.38283 0.02 0.11 -0.41 0.082
H -4.73847 -4.11552 2.70189 -0.25 -0.32 -0.49 0.049
H -5.08134 -2.64459 3.56186 -0.88 1.26 -0.19 0.039
H -0.31856 -3.29116 3.19973 -0.29 -0.15 0.34 0.111
H -0.79288 -2.75541 4.89576 -0.21 -0.46 -0.71 0.055
H 3.05381 1.35598 2.24278 -0.84 0.26 0.88 0.086
H 2.15253 2.43550 3.41106 0.35 0.23 0.38 0.068
H 0.61198 3.71594 3.81990 -0.92 0.27 -0.56 0.087
H -0.99077 3.35419 3.07439 -0.13 -0.35 -0.20 0.063
H -0.45685 5.00422 3.25177 -0.31 1.00 0.21 0.062
H 2.60346 4.52500 2.40483 -0.02 -0.01 -0.13 0.074
H 1.49639 5.88097 2.30066 -0.04 0.31 0.04 0.073
H 2.17639 5.22480 0.80848 0.20 0.01 0.12 0.067
H -1.27855 3.91219 0.51431 0.05 0.24 0.05 0.083
H 0.07545 4.62051 -0.39403 -0.13 0.06 0.02 0.044
H -0.68493 5.58409 0.88555 -0.33 0.24 -0.05 0.074
H 1.98284 3.88999 -1.26110 -0.05 -0.59 -0.41 0.074
H 0.81379 2.61738 -1.62752 -0.36 -0.33 -0.29 0.034
H 2.50708 2.46916 -2.23616 -0.23 0.10 0.20 0.079
H 3.78154 3.70228 0.29837 -0.13 -0.15 -0.03 0.057
H 4.46313 2.40196 -0.66347 -0.55 -0.18 0.22 0.087
H 4.19214 2.18390 1.08819 -0.10 0.12 -0.56 0.064
H 1.32530 0.20356 -0.77301 0.57 0.46 -0.07 0.051
H 2.60301 -0.08640 0.39581 -0.19 0.57 -0.11 0.090
H 3.06663 0.37151 -1.18387 0.19 0.07 -0.67 0.077
H 3.66276 1.01039 4.96074 -0.01 0.21 -0.19 0.103
H 4.19145 -0.34553 6.84016 -0.34 -0.18 -0.11 0.095
H 2.96195 -2.38320 7.38780 -0.34 0.10 -0.14 0.095
H 0.89098 -2.94269 5.92583 0.05 -0.62 0.35 0.088
H -0.95759 -2.69098 -0.94978 1.41 0.01 -0.32 0.065
H -2.09296 -1.32232 -1.12967 0.26 -0.50 -0.01 0.011
H -2.49610 -3.01868 -1.65568 0.06 0.28 -0.39 0.088
H -1.65386 -4.89720 0.64967 -0.25 0.77 -0.01 0.123
H -3.03214 -4.73121 -0.36819 -0.55 -0.51 -1.04 0.075
H -3.23439 -4.61998 1.32058 -0.89 -0.30 1.28 0.037
H -3.67224 -0.45471 -0.30604 0.68 1.36 -0.11 0.024
H -5.24160 -0.83743 0.63360 1.05 0.18 -0.94 0.122
H -4.77815 -1.71164 -0.95041 0.61 0.86 1.59 0.136
C -0.89637 -2.01176 -4.11743 0.32 0.12 1.17 0.001
C 0.30842 -2.77269 -3.65161 0.47 -1.05 -0.77 -0.347
N 0.77457 -2.84802 -2.44272 0.36 0.29 0.91 0.156
C 1.91264 -3.66212 -2.47332 -1.10 0.76 0.70 -0.140
C 2.08927 -4.11146 -3.72617 0.19 -0.87 -1.61 -0.107
N 1.07589 -3.57448 -4.47291 -0.23 0.70 0.45 0.154
C 3.01745 -5.08651 -4.45378 -1.12 1.09 -0.67 -0.621
O 4.06675 -5.39559 -3.85810 0.60 -0.53 0.39 -0.020
O 2.59903 -5.37529 -5.59647 0.70 -0.29 0.46 -0.038
C 2.67858 -3.92204 -1.23987 1.21 -0.55 -0.95 -0.524
O 3.83884 -4.59156 -1.38048 -0.34 -0.20 -1.19 0.052
O 2.32321 -3.52530 -0.17155 -0.48 0.38 1.30 0.077
H -0.75397 -0.97093 -3.82328 -0.27 0.08 -0.17 0.028
H -1.80579 -2.34459 -3.59752 0.29 -0.02 -0.29 0.065
H -1.03503 -2.07351 -5.17710 -0.07 -0.05 -0.61 0.072
H 1.08107 -3.67020 -5.47165 -0.20 -0.21 -0.19 0.144
H 4.00174 -4.90966 -2.37832 -0.33 0.37 0.94 0.078
O -3.76845 -2.17843 0.84463 -0.21 -0.33 -0.18 -0.210
C -2.35191 -1.96037 1.58472 -0.04 -0.49 -1.15 -0.396
F -2.22329 1.51680 2.10197 0.18 -0.30 -0.20 -0.594
C 1.22067 1.00715 -4.18756 0.09 -0.06 0.92 -0.104
C 0.56240 0.97514 -5.54756 -0.55 1.23 0.06 -0.419
C 1.36756 1.86595 -6.51661 0.16 -0.78 1.18 -0.053
O -0.85535 1.39717 -5.59112 0.82 -0.30 0.48 -0.358
P -1.69780 2.29940 -4.51872 -0.84 -0.41 -0.71 -0.204
S -3.46265 2.58975 -5.40913 0.55 0.01 0.23 0.051
S -1.76460 1.58921 -2.66427 0.29 0.09 -0.19 0.172
O -0.78471 3.64333 -4.60449 0.47 0.99 0.30 -0.338
C -0.76673 4.64184 -3.54343 1.11 -0.57 -0.37 -0.498
C -1.88607 5.62209 -3.67263 -0.93 0.10 0.21 -0.062
C 0.60497 5.33813 -3.56287 0.22 -0.40 -0.70 -0.055
H 2.27275 0.80636 -4.33984 0.44 -0.61 -0.16 0.078
H 0.83153 0.31532 -3.39553 0.23 0.73 -0.84 0.063
H 1.28694 2.03128 -3.78728 -0.74 -0.37 -0.22 0.042
H 0.55507 -0.01719 -5.99282 -0.13 -0.25 0.25 0.124
H 1.53747 2.87511 -6.09825 0.05 -0.55 -0.33 0.085
H 0.79972 1.88154 -7.39851 -0.84 0.59 -1.35 0.054
H 2.27440 1.30388 -6.79010 0.13 0.53 0.38 0.081
H -0.81661 4.06469 -2.65590 -0.39 -0.39 1.19 0.041
H -1.69574 6.24194 -4.52645 0.06 0.44 -0.69 0.066
H -1.94239 6.30350 -2.80501 -0.01 -0.45 -0.15 0.086
H -2.85419 5.11989 -3.85263 0.44 0.16 0.32 0.060
H 0.66974 5.87358 -4.51528 0.01 0.53 0.25 0.074
H 1.42980 4.62031 -3.64716 -0.28 -0.18 0.33 0.060
H 0.81528 5.97902 -2.68217 -0.42 -0.20 -0.57 0.083
```
Positions in Å, forces in eV/Å.

> What is the relative energy (zero: lowest compared OMol25 entry of this formula, charge and spin) in the first record?

133.8 kJ/mol

> Among the records above, which one has the highest relative energy (zero: lowest compared OMol25 entry of this formula, charge and spin)?

C37H63BFN4O7P3S2Sn